Molecular formula: C38H52N3O2P2Sr
Method: DFT, the ωB97M-V functional and the def2-TZVPD basis

The geometry in XYZ format:
```
98
Properties=species:S:1:pos:R:3
Sr -0.51 -0.36 -0.02
C -0.21 -2.51 -3.24
C 0.04 -1.24 -4.06
C 0.90 -1.59 -5.27
P 0.53 0.10 -2.87
C 0.32 1.75 -3.69
C 0.91 2.79 -2.73
C 0.87 1.94 -5.10
C 2.29 -0.14 -2.48
C 3.20 -0.31 -3.53
C 4.52 -0.65 -3.34
C 5.48 -0.81 -4.49
C 4.93 -0.88 -2.02
C 4.07 -0.69 -0.97
C 2.74 -0.24 -1.13
N 1.94 0.02 -0.02
C 2.58 0.62 1.06
C 3.66 1.51 0.87
C 4.36 2.08 1.91
C 4.03 1.82 3.24
C 4.80 2.42 4.38
C 2.92 1.02 3.45
C 2.17 0.45 2.41
P 0.58 -0.32 2.84
C 0.91 -1.94 3.67
C 2.13 -1.99 4.58
C 1.02 -3.01 2.58
C -0.28 0.78 4.07
C 0.06 0.68 5.55
C -0.22 2.23 3.58
H -0.54 -3.33 -3.88
H -0.99 -2.36 -2.48
H 0.70 -2.82 -2.73
H -0.94 -0.88 -4.43
H 1.82 -2.09 -4.95
H 1.18 -0.73 -5.87
H 0.36 -2.28 -5.91
H -0.76 1.89 -3.71
H 2.00 2.72 -2.71
H 0.56 2.66 -1.71
H 0.64 3.80 -3.06
H 1.95 1.79 -5.13
H 0.67 2.96 -5.43
H 0.40 1.27 -5.81
H 2.86 -0.15 -4.54
H 5.03 -0.49 -5.43
H 5.78 -1.85 -4.61
H 6.38 -0.22 -4.34
H 5.94 -1.22 -1.82
H 4.43 -0.87 0.04
H 3.97 1.75 -0.14
H 5.18 2.75 1.68
H 5.87 2.42 4.17
H 4.65 1.86 5.31
H 4.50 3.45 4.56
H 2.62 0.82 4.47
H 0.00 -2.14 4.26
H 3.04 -1.78 4.00
H 2.24 -2.98 5.02
H 2.08 -1.27 5.39
H 1.83 -2.77 1.89
H 0.09 -3.10 2.01
H 1.23 -3.99 3.01
H -1.32 0.45 3.97
H 1.06 1.05 5.77
H -0.02 -0.34 5.93
H -0.63 1.30 6.13
H 0.77 2.65 3.73
H -0.95 2.84 4.12
H -0.44 2.31 2.51
O -7.27 -2.18 -1.91
C -6.18 -2.98 -2.30
C -4.99 -2.61 -1.47
C -4.01 -3.54 -1.13
C -2.92 -3.12 -0.39
N -2.76 -1.88 0.05
C -3.72 -0.99 -0.24
C -4.83 -1.31 -1.00
C -3.66 0.39 0.34
C -4.71 0.76 1.19
C -4.74 2.05 1.71
C -5.87 2.52 2.59
O -6.80 3.29 1.85
C -3.71 2.92 1.35
C -2.71 2.46 0.51
N -2.68 1.22 0.01
H -8.03 -2.39 -2.46
H -5.93 -2.80 -3.36
H -6.39 -4.05 -2.19
H -4.09 -4.58 -1.44
H -2.14 -3.83 -0.12
H -5.59 -0.57 -1.21
H -5.47 0.04 1.44
H -5.49 3.18 3.36
H -6.36 1.67 3.08
H -7.32 2.71 1.28
H -3.69 3.93 1.71
H -1.90 3.12 0.21
```

Results
F_max: 0.44 eV/A
Charge: +1
Gap between HOMO and LUMO: 0.21681 hartree
Calculated total energy: -68226.2049 eV
ΔE to the lowest compared entry with this formula, charge and spin: 0.0 kJ/mol
Highest occupied orbital energy: -8.53 eV

These are the Mulliken partial charges, in e, on atoms 1 to 2: atom 1 (Sr): 1.6376, atom 2 (C): -1.3476